No. 1
{"formula": "C36H51NO20S", "method": "ωB97M-V/def2-TZVPD", "lumo_ev": -0.13, "multiplicity": 1, "homo_lumo_gap_ev": 9.67, "molar_mass_g_mol": 849.9, "largest_force_ev_per_a": 2.19, "smiles": "O=[N+]([O-])c1ccccc1.O=S1(=O)OCCO1.O=C1CCCO1.O=C1CCCO1.O=C1CCCO1.O=C1CCCO1.O=C1CCCO1.O=C1CCCO1.O=C1CCCO1", "charge": 0, "de_lowest_kcal_mol": 0.0, "elements": ["C", "C", "O", "S", "O", "O", "O", "H", "H", "H", "H", "C", "C", "C", "C", "C", "C", "N", "O", "O", "H", "H", "H", "H", "H", "O", "C", "O", "C", "C", "C", "H", "H", "H", "H", "H", "H", "O", "C", "O", "C", "C", "C", "H", "H", "H", "H", "H", "H", "O", "C", "O", "C", "C", "C", "H", "H", "H", "H", "H", "H", "O", "C", "O", "C", "C", "C", "H", "H", "H", "H", "H", "H", "O", "C", "O", "C", "C", "C", "H", "H", "H", "H", "H", "H", "O", "C", "O", "C", "C", "C", "H", "H", "H", "H", "H", "H", "O", "C", "O", "C", "C", "C", "H", "H", "H", "H", "H", "H"], "positions_angstrom": [[0.75, 0.51, -3.19], [-0.05, 1.52, -4.02], [0.79, 1.90, -5.10], [2.35, 1.55, -4.82], [3.12, 2.74, -4.64], [2.87, 0.50, -5.64], [2.07, 0.98, -3.32], [0.72, -0.51, -3.59], [0.44, 0.52, -2.16], [-0.44, 2.36, -3.44], [-0.93, 1.01, -4.42], [5.24, -2.77, -2.05], [3.89, -2.50, -1.82], [2.98, -2.44, -2.86], [3.41, -2.66, -4.15], [4.74, -2.99, -4.38], [5.66, -2.99, -3.35], [2.48, -2.69, -5.27], [2.81, -2.58, -6.43], [1.29, -2.78, -4.97], [5.96, -2.85, -1.25], [3.65, -2.30, -0.78], [1.97, -2.22, -2.57], [5.08, -3.15, -5.40], [6.68, -3.23, -3.59], [1.50, 3.20, 1.01], [0.97, 4.26, 1.07], [1.66, 5.40, 1.27], [0.80, 6.55, 1.44], [-0.55, 6.11, 0.87], [-0.49, 4.59, 0.91], [1.33, 7.36, 0.93], [0.67, 6.79, 2.49], [-0.65, 6.51, -0.14], [-1.41, 6.52, 1.40], [-0.87, 4.12, 0.00], [-1.06, 4.16, 1.73], [2.54, -1.09, 4.79], [3.33, -1.53, 4.00], [4.64, -1.59, 4.28], [5.38, -2.35, 3.33], [4.29, -3.11, 2.56], [3.08, -2.20, 2.68], [6.07, -3.00, 3.87], [5.94, -1.63, 2.73], [4.08, -4.12, 2.93], [4.52, -3.32, 1.51], [2.15, -2.76, 2.75], [2.99, -1.54, 1.82], [1.18, -1.27, -0.05], [0.70, -0.40, 0.63], [1.14, -0.12, 1.87], [0.31, 0.81, 2.58], [-0.85, 1.04, 1.60], [-0.35, 0.60, 0.24], [0.86, 1.74, 2.73], [0.00, 0.46, 3.56], [-1.31, 2.02, 1.64], [-1.68, 0.38, 1.87], [0.06, 1.45, -0.31], [-1.15, 0.13, -0.34], [-6.23, 0.45, -2.40], [-5.29, -0.09, -2.91], [-5.06, -0.03, -4.22], [-3.82, -0.68, -4.60], [-3.43, -1.51, -3.38], [-4.24, -0.96, -2.21], [-3.11, 0.12, -4.84], [-4.03, -1.26, -5.49], [-2.35, -1.36, -3.23], [-3.52, -2.58, -3.51], [-3.59, -0.43, -1.52], [-4.71, -1.78, -1.69], [-1.17, 1.85, 5.11], [-1.08, 1.26, 6.15], [-2.05, 1.29, 7.11], [-1.50, 0.78, 8.34], [-0.38, -0.14, 7.92], [0.14, 0.56, 6.68], [-2.31, 0.23, 8.82], [-1.15, 1.56, 9.02], [-0.77, -1.13, 7.65], [0.28, -0.35, 8.76], [0.61, 0.01, 5.86], [0.88, 1.30, 7.00], [-2.51, 1.82, -1.96], [-3.22, 2.30, -1.11], [-3.26, 1.86, 0.14], [-4.28, 2.57, 0.91], [-4.75, 3.74, 0.04], [-4.30, 3.31, -1.37], [-3.75, 2.99, 1.75], [-5.07, 1.86, 1.14], [-4.26, 4.68, 0.31], [-5.82, 3.91, 0.03], [-3.94, 4.16, -1.95], [-5.07, 2.91, -2.03], [-0.39, -5.80, -3.62], [-0.45, -5.16, -2.63], [0.20, -5.51, -1.48], [-0.06, -4.60, -0.42], [-1.33, -3.88, -0.82], [-1.25, -3.90, -2.32], [0.78, -3.93, -0.20], [-0.24, -5.17, 0.49], [-1.47, -2.91, -0.36], [-2.23, -4.44, -0.55], [-0.60, -3.10, -2.70], [-2.23, -3.89, -2.76]]}

No. 2
{"formula": "C36H52CuN3OP2", "method": "ωB97M-V/def2-TZVPD", "lumo_ev": [-4.20, -4.20], "multiplicity": 2, "homo_lumo_gap_ev": [4.08, 4.06], "molar_mass_g_mol": 668.3, "largest_force_ev_per_a": 5.21, "charge": 1, "de_lowest_kcal_mol": 23.5, "elements": ["C", "C", "C", "C", "C", "H", "H", "H", "N", "P", "P", "C", "H", "H", "C", "H", "C", "C", "C", "C", "C", "H", "H", "H", "C", "H", "H", "H", "C", "H", "H", "H", "C", "H", "H", "H", "C", "H", "H", "H", "C", "H", "H", "H", "C", "H", "H", "H", "C", "H", "H", "H", "C", "H", "H", "H", "C", "H", "H", "H", "C", "H", "H", "H", "C", "H", "H", "H", "Cu", "C", "O", "N", "C", "C", "C", "C", "C", "H", "C", "H", "C", "H", "H", "H", "C", "C", "C", "N", "C", "C", "H", "H", "H", "H", "H"], "positions_angstrom": [[1.65, 1.22, -2.15], [1.11, 2.66, -0.37], [2.10, 2.29, -2.93], [1.74, 3.74, -1.05], [2.22, 3.55, -2.33], [2.39, 2.10, -3.95], [1.80, 4.70, -0.53], [2.68, 4.37, -2.88], [1.25, 1.39, -0.89], [1.82, -1.37, -1.29], [-0.73, 1.80, 1.68], [1.53, -0.20, -2.69], [0.51, -0.35, -3.07], [2.20, -0.37, -3.54], [0.28, 2.87, 0.74], [0.38, 3.87, 1.19], [-2.43, 2.68, 1.36], [-0.22, 1.98, 3.55], [1.16, -3.02, -1.91], [3.71, -1.31, -1.15], [-3.48, 1.57, 1.47], [-3.51, 1.12, 2.47], [-4.47, 1.99, 1.25], [-3.30, 0.77, 0.75], [-2.74, 3.80, 2.35], [-2.85, 3.47, 3.39], [-2.02, 4.62, 2.28], [-3.71, 4.23, 2.05], [-2.44, 3.32, -0.04], [-3.46, 3.68, -0.25], [-1.72, 4.14, -0.10], [-2.19, 2.59, -0.82], [-1.33, 1.29, 4.38], [-1.45, 0.24, 4.07], [-1.04, 1.30, 5.44], [-2.30, 1.79, 4.29], [1.11, 1.26, 3.79], [1.04, 0.18, 3.64], [1.91, 1.65, 3.16], [1.41, 1.43, 4.84], [-0.01, 3.44, 3.98], [-0.91, 4.05, 3.93], [0.31, 3.42, 5.03], [0.78, 3.92, 3.39], [4.21, -2.55, -0.40], [5.30, -2.44, -0.28], [3.77, -2.61, 0.60], [4.03, -3.49, -0.95], [4.11, -0.07, -0.33], [3.83, 0.86, -0.83], [3.66, -0.10, 0.67], [5.20, -0.08, -0.22], [4.37, -1.21, -2.53], [5.46, -1.32, -2.38], [4.06, -2.01, -3.22], [4.19, -0.24, -3.01], [-0.31, -2.85, -2.35], [-0.41, -2.21, -3.23], [-0.70, -3.85, -2.61], [-0.93, -2.44, -1.54], [1.21, -4.05, -0.77], [0.50, -3.79, 0.03], [0.91, -5.02, -1.18], [2.21, -4.16, -0.33], [2.00, -3.51, -3.09], [2.03, -2.77, -3.91], [3.02, -3.79, -2.81], [1.51, -4.41, -3.49], [0.63, -0.18, 0.23], [1.09, -1.45, 1.63], [2.23, -1.46, 2.08], [-1.18, 0.06, -0.41], [-1.82, 0.48, -1.31], [-2.77, 0.48, -2.38], [-3.64, -0.62, -2.56], [-2.90, 1.58, -3.24], [-4.64, -0.58, -3.53], [-3.51, -1.50, -1.92], [-3.91, 1.63, -4.20], [-2.18, 2.40, -3.14], [-4.79, 0.55, -4.35], [-5.32, -1.43, -3.65], [-4.02, 2.51, -4.84], [-5.59, 0.59, -5.09], [-1.59, -4.18, 3.40], [-1.94, -3.53, 2.21], [-1.11, -2.57, 1.67], [0.10, -2.30, 2.28], [0.43, -2.88, 3.49], [-0.41, -3.81, 4.05], [-2.24, -4.94, 3.82], [-2.87, -3.75, 1.70], [-1.35, -1.98, 0.79], [1.39, -2.60, 3.92], [-0.10, -4.26, 5.00]]}

No. 3
{"formula": "C36H52N3OP2Sr", "method": "ωB97M-V/def2-TZVPD", "lumo_ev": -2.61, "multiplicity": 1, "homo_lumo_gap_ev": 5.37, "molar_mass_g_mol": 692.4, "largest_force_ev_per_a": 6.61, "charge": 1, "elements": ["C", "C", "C", "C", "C", "H", "H", "H", "N", "P", "P", "C", "H", "H", "C", "H", "C", "C", "C", "C", "C", "H", "H", "H", "C", "H", "H", "H", "C", "H", "H", "H", "C", "H", "H", "H", "C", "H", "H", "H", "C", "H", "H", "H", "C", "H", "H", "H", "C", "H", "H", "H", "C", "H", "H", "H", "C", "H", "H", "H", "C", "H", "H", "H", "C", "H", "H", "H", "Sr", "C", "O", "N", "C", "C", "C", "C", "C", "H", "C", "H", "C", "H", "H", "H", "C", "C", "C", "N", "C", "C", "H", "H", "H", "H", "H"], "positions_angstrom": [[-0.62, 2.74, 0.86], [-1.95, 1.26, -0.40], [-1.56, 3.77, 0.69], [-2.87, 2.36, -0.73], [-2.65, 3.54, -0.08], [-1.45, 4.68, 1.31], [-3.64, 2.29, -1.49], [-3.39, 4.39, -0.27], [-0.82, 1.51, 0.36], [2.04, 2.02, 1.28], [-2.12, -1.56, -0.01], [0.69, 3.12, 1.66], [0.96, 4.18, 1.49], [0.45, 3.12, 2.73], [-2.34, -0.05, -0.87], [-2.88, -0.09, -1.80], [-2.07, -3.01, -1.32], [-3.78, -1.38, 0.80], [2.89, 2.86, -0.20], [3.00, 1.92, 2.91], [-0.61, -3.51, -1.45], [-0.21, -3.81, -0.45], [-0.63, -4.40, -2.11], [0.07, -2.77, -1.90], [-2.91, -4.17, -0.79], [-2.57, -4.48, 0.21], [-3.98, -3.91, -0.75], [-2.78, -5.02, -1.48], [-2.57, -2.56, -2.69], [-2.53, -3.44, -3.36], [-3.62, -2.22, -2.67], [-1.93, -1.76, -3.10], [-3.85, -2.49, 1.88], [-2.93, -2.53, 2.49], [-4.69, -2.28, 2.54], [-3.98, -3.49, 1.43], [-3.86, -0.03, 1.52], [-2.97, 0.17, 2.10], [-4.00, 0.81, 0.83], [-4.74, -0.02, 2.16], [-4.90, -1.49, -0.25], [-4.65, -1.13, -1.25], [-5.28, -2.51, -0.35], [-5.73, -0.85, 0.09], [4.24, 1.01, 2.75], [4.74, 0.91, 3.72], [3.99, -0.02, 2.41], [4.97, 1.42, 2.04], [2.09, 1.31, 3.99], [1.21, 1.94, 4.21], [1.72, 0.30, 3.72], [2.66, 1.20, 4.92], [3.43, 3.32, 3.35], [3.82, 3.27, 4.38], [4.22, 3.73, 2.72], [2.60, 4.04, 3.37], [1.85, 2.98, -1.33], [2.35, 3.42, -2.20], [1.43, 2.01, -1.63], [1.01, 3.63, -1.05], [4.06, 1.98, -0.69], [3.73, 0.97, -1.01], [4.50, 2.48, -1.57], [4.86, 1.85, 0.05], [3.41, 4.24, 0.19], [2.64, 4.87, 0.65], [4.28, 4.22, 0.86], [3.74, 4.75, -0.72], [0.80, -0.74, 0.94], [-0.86, -0.91, 2.72], [-1.24, -0.79, 3.82], [0.70, -0.52, -1.68], [0.05, -0.19, -2.59], [-0.51, 0.34, -3.80], [0.47, 0.17, -4.79], [-1.69, 1.00, -4.13], [0.31, 0.58, -6.11], [1.40, -0.32, -4.52], [-1.87, 1.44, -5.51], [-2.42, 1.21, -3.38], [-0.87, 1.21, -6.50], [1.13, 0.35, -6.76], [-2.74, 1.95, -5.84], [-0.99, 1.52, -7.56], [3.00, -5.24, 2.46], [1.71, -4.81, 2.78], [1.28, -3.56, 2.34], [2.10, -2.78, 1.60], [3.36, -3.17, 1.28], [3.83, -4.41, 1.71], [3.34, -6.22, 2.78], [1.01, -5.42, 3.34], [0.28, -3.17, 2.56], [3.98, -2.47, 0.70], [4.85, -4.70, 1.43]]}